The following is a DFT calculation (ωB97M-V with the def2-TZVPD basis set) of a 9-piece molecular cluster, C34H44Br2N8 overall in a non-equilibrium geometry.

As for the energy: -6907.9531 Eh. For the frontier orbital gap, the calculation gives 8.6 eV. The SMILES is c1cc[nH]c1.c1cc[nH]c1.c1cc[nH]c1.c1cc[nH]c1.c1cc[nH]c1.c1cc[nH]c1.c1cc[nH]c1.c1cc[nH]c1.BrCCBr. The value obtained for the energy above the lowest of the compared OMol25 structures with the same formula, charge and spin is 0.0 kcal per mole. The calculation puts the largest force on an atom at 3.279 eV/A. The calculation puts the molecular weight at 724.590 g mol⁻¹. Its HOMO energy is -7.925 eV.

The geometry in ORCA input format:
```
! wB97M-V def2-TZVPD RIJCOSX def2/J DEFGRID3
* xyz 0 1
C -0.74635 -3.52562 -3.38680
C -0.09019 -4.35605 -2.45275
C -0.62384 -5.61320 -2.53642
N -1.62355 -5.56177 -3.48734
C -1.71274 -4.29681 -3.99515
H -0.56835 -2.51647 -3.70387
H 0.75325 -4.14950 -1.84405
H -0.45667 -6.51527 -1.97679
H -2.26574 -6.27871 -3.77860
H -2.46665 -3.90430 -4.68629
C 2.47217 -0.91800 3.76907
C 3.19016 -0.56801 2.55395
C 2.76332 0.71006 2.13515
N 1.78271 1.11081 3.02703
C 1.67039 0.16305 4.02418
H 2.58808 -1.81657 4.32078
H 3.79505 -1.16648 1.90457
H 3.10802 1.29308 1.31595
H 1.46038 2.04369 3.21838
H 0.92988 0.25525 4.81830
C 2.39780 0.74831 -4.30037
C 1.63822 -0.35056 -4.77304
C 1.20946 -0.04608 -6.05184
N 1.59850 1.23751 -6.35018
C 2.37993 1.69914 -5.29651
H 2.97822 0.89237 -3.40541
H 1.44319 -1.26683 -4.28637
H 0.71724 -0.63793 -6.83417
H 1.39351 1.73235 -7.19418
H 2.75150 2.71211 -5.29846
C 4.45420 2.77205 -0.80006
C 5.39316 1.74659 -0.67127
C 6.29515 1.87422 -1.68685
N 5.87054 2.85648 -2.48918
C 4.76117 3.42403 -1.94787
H 3.62254 3.04816 -0.14588
H 5.46636 1.05643 0.15950
H 7.25981 1.41244 -1.85468
H 6.35881 3.21513 -3.26638
H 4.24812 4.25910 -2.40661
C -5.21213 -4.14022 -0.12744
C -5.23844 -3.34161 -1.33965
C -3.96136 -3.18677 -1.77107
N -3.14161 -3.89203 -0.93337
C -3.89839 -4.42852 0.06562
H -5.94305 -4.54545 0.51134
H -6.12932 -2.85383 -1.71806
H -3.52231 -2.73250 -2.62422
H -2.13238 -3.90093 -0.89015
H -3.47776 -4.95507 0.92543
C 0.83419 5.42976 -1.33531
C 1.04646 4.91657 -0.04060
C 0.70881 3.58569 -0.09607
N 0.25333 3.28769 -1.38163
C 0.36941 4.47101 -2.15680
H 0.93759 6.44638 -1.68465
H 1.48738 5.48114 0.74755
H 0.78524 2.75663 0.62673
H 0.00954 2.36717 -1.71934
H 0.07333 4.52682 -3.17633
C -4.61407 -2.46745 3.17804
C -3.84153 -1.29012 2.95960
C -3.11374 -1.16245 4.14254
N -3.50308 -2.14862 4.97150
C -4.41160 -2.92574 4.41735
H -5.24145 -3.00008 2.49054
H -3.77337 -0.62280 2.11268
H -2.36868 -0.48809 4.50131
H -3.19099 -2.17318 5.93339
H -4.88930 -3.76467 4.87615
C -0.09298 3.72210 4.82663
C -1.13740 2.79378 4.58787
C -1.62961 2.98639 3.29850
N -0.91974 4.03712 2.77676
C 0.03836 4.44825 3.68683
H 0.47257 3.91567 5.71455
H -1.53312 1.99238 5.21969
H -2.46442 2.51710 2.72397
H -0.90039 4.38177 1.83631
H 0.70730 5.26558 3.50350
Br -0.03434 -3.20843 1.54129
C -0.11951 -1.29850 1.85328
C -0.87661 -0.52829 0.80390
Br 0.14670 -0.23545 -0.75614
H 0.87484 -0.98909 2.05633
H -0.69492 -1.24645 2.77280
H -1.13788 0.49148 1.17999
H -1.79635 -1.06831 0.56938
*
```


The following is a DFT calculation (ωB97M-V with the def2-TZVPD basis set) of a 2-piece molecular cluster, C6H9NO3 overall in a non-equilibrium geometry.

As for the energy: -514.4317 Eh. For the frontier orbital gap, the calculation gives 10.6 eV. The SMILES is CC[C@]1(C(=O)C#N)CO1.O. The value obtained for the energy above the lowest of the compared OMol25 structures with the same formula, charge and spin is 50.9 kcal per mole. The calculation puts the largest force on an atom at 1.716 eV/A. The calculation puts the molecular weight at 143.142 g mol⁻¹. Its HOMO energy is -10.999 eV.

The geometry in ORCA input format:
```
! wB97M-V def2-TZVPD RIJCOSX def2/J DEFGRID3
* xyz 0 1
C -1.85958 -1.09547 -0.26653
C -1.37029 -0.06671 0.74658
C 0.10642 0.24498 0.66700
C 1.06443 -0.85419 1.04448
O 0.76704 -1.82342 1.68603
C 2.50254 -0.63163 0.68907
N 3.63328 -0.49983 0.49839
C 0.56954 1.60905 1.01932
O 0.60503 1.18561 -0.32944
H -1.67508 -0.75139 -1.29441
H -1.38136 -2.07460 -0.12716
H -2.94261 -1.23879 -0.15497
H -1.91197 0.87859 0.60824
H -1.59105 -0.40754 1.76795
H -0.20446 2.34116 1.26379
H 1.54437 1.76795 1.48676
O 1.04057 0.25928 -3.04985
H 0.89449 1.22708 -2.85441
H 0.20871 -0.07011 -3.40086
*
```


The following is a DFT calculation (ωB97M-V with the def2-TZVPD basis set) of one molecule with the formula CH3BrO2S in a non-equilibrium geometry.

As for the energy: -3162.5427 Eh. For the frontier orbital gap, the calculation gives 10.6 eV. The SMILES is CS(=O)(=O)Br. The value obtained for the energy above the lowest of the compared OMol25 structures with the same formula, charge and spin is 11.5 kcal per mole. The calculation puts the largest force on an atom at 3.453 eV/A. The calculation puts the molecular weight at 159.004 g mol⁻¹. Its HOMO energy is -11.141 eV.

The geometry in ORCA input format:
```
! wB97M-V def2-TZVPD RIJCOSX def2/J DEFGRID3
* xyz 0 1
C 1.01112 -0.29229 -0.02287
S -0.76664 0.51251 0.03568
O -0.89585 1.05509 -1.28491
O -0.95420 1.37703 1.15392
Br -2.14358 -1.16961 0.23815
H 0.84491 -1.05281 0.67826
H 1.05497 -0.88177 -0.96869
H 1.84927 0.45184 0.17044
*
```


> What is the molecular weight in the third record?

159.004 g mol⁻¹


> Which of these has the highest energy?

C6H9NO3


> What is the formula in the first record?

C34H44Br2N8